No. 1
Entry from OMol25: a structure of composition C43H38BiN6O3S3 (ωB97M-V/def2-TZVPD).

Each line ends with the Löwdin charge.
CARTESIAN COORDINATES (ANGSTROEM)
Bi  -0.4326  -0.5391  0.2907  1.388
S  -1.6490  -1.3065  4.9838  0.376
C  -1.5253  -0.9273  3.3644  -1.827
S  -0.4566  -1.9695  2.3947  0.420
S  -2.2900  0.3467  2.5465  0.344
N  0.1519  3.2653  -3.2537  0.120
C  1.2520  2.4159  -3.0767  -0.302
C  2.4885  2.7887  -3.6236  -0.028
C  3.5720  1.9492  -3.4410  -0.099
C  3.4155  0.7802  -2.7065  -0.086
C  2.1461  0.4904  -2.2331  -0.129
N  1.0831  1.2702  -2.4336  0.131
C  -1.0519  3.3141  -2.5262  -0.314
C  -2.0829  4.1439  -2.9812  -0.034
C  -3.2644  4.1775  -2.2613  -0.086
C  -3.3975  3.3964  -1.1202  -0.068
C  -2.3113  2.6220  -0.7511  -0.136
N  -1.1661  2.5841  -1.4321  0.118
H  0.2924  4.0228  -3.8916  0.121
H  2.5848  3.7149  -4.1802  0.101
H  4.5406  2.2205  -3.8466  0.102
H  4.2470  0.1135  -2.5101  0.102
H  1.9552  -0.4240  -1.6784  0.064
H  -1.9547  4.7427  -3.8768  0.101
H  -4.0820  4.8025  -2.5974  0.100
H  -4.3115  3.3794  -0.5384  0.102
H  -2.3475  2.0078  0.1488  0.056
C  1.3363  -4.0372  4.2632  -0.086
O  2.2184  -3.0445  3.7538  -0.101
C  3.5354  -3.1878  3.9492  -0.233
C  4.1187  -4.2418  4.6430  -0.015
C  5.4893  -4.2574  4.8778  -0.097
C  6.2871  -3.2213  4.4235  -0.111
C  5.7102  -2.1843  3.6989  -0.029
C  4.3475  -2.1568  3.4365  -0.174
N  3.8039  -1.0621  2.7282  0.145
C  2.9593  -1.0563  1.6288  -0.390
N  2.9328  -2.2321  0.9444  0.163
C  2.0784  -2.7967  -0.0342  -0.189
C  0.8871  -2.2784  -0.5759  -0.302
C  0.3394  -2.9751  -1.6618  -0.140
C  0.8715  -4.1553  -2.1613  -0.090
C  1.9847  -4.7063  -1.5457  -0.032
C  2.5694  -4.0289  -0.5006  -0.257
O  3.6849  -4.5632  0.1309  -0.135
C  4.9000  -4.3317  -0.5816  -0.073
N  2.4111  0.0214  1.1915  0.098
C  2.1472  1.1158  2.0333  -0.246
C  1.5747  0.9858  3.3099  -0.040
C  1.2071  2.0958  4.0553  -0.082
C  1.4047  3.3732  3.5484  -0.097
C  1.9571  3.5206  2.2848  -0.020
C  2.3094  2.4124  1.5325  -0.262
O  2.8086  2.6173  0.2724  -0.110
C  4.2141  2.4244  0.1977  -0.081
H  0.3375  -3.6899  4.0207  0.006
H  1.4351  -4.1335  5.3465  0.097
H  1.5230  -5.0042  3.7888  0.099
H  3.4974  -5.0388  5.0299  0.102
H  5.9231  -5.0804  5.4338  0.099
H  7.3536  -3.2218  4.6164  0.094
H  6.3227  -1.3743  3.3170  0.111
H  4.0103  -0.1447  3.0825  0.143
H  3.5649  -2.9297  1.2977  0.117
H  -0.5677  -2.5959  -2.1226  0.077
H  0.4023  -4.6592  -2.9988  0.097
H  2.4055  -5.6560  -1.8609  0.115
H  4.9436  -4.9322  -1.4930  0.084
H  5.7202  -4.6133  0.0773  0.088
H  5.0006  -3.2768  -0.8544  0.092
H  1.3414  -0.0071  3.6746  0.093
H  0.7192  1.9505  5.0116  0.106
H  1.1177  4.2457  4.1225  0.094
H  2.0999  4.5013  1.8444  0.114
H  4.5061  2.5955  -0.8355  0.070
H  4.4940  1.4068  0.4846  0.081
H  4.7400  3.1356  0.8444  0.089
C  -4.0224  -0.2904  -4.2454  -0.101
C  -2.7630  0.2037  -3.8363  -0.089
C  -2.2017  -0.2248  -2.6671  -0.075
C  -2.8605  -1.1615  -1.8223  -0.207
C  -2.2944  -1.5929  -0.5797  -0.322
C  -2.9456  -2.5793  0.1172  -0.140
C  -4.1587  -3.1436  -0.3458  -0.081
C  -4.7317  -2.7080  -1.5053  -0.057
C  -4.0982  -1.7023  -2.2748  -0.176
C  -4.6645  -1.2283  -3.4871  -0.055
H  -4.4676  0.0671  -5.1675  0.092
H  -2.2434  0.9286  -4.4530  0.096
H  -1.2269  0.1555  -2.3748  0.047
H  -2.5430  -2.9219  1.0648  0.049
H  -4.6405  -3.9179  0.2448  0.098
H  -5.6685  -3.1260  -1.8615  0.102
H  -5.6214  -1.6327  -3.8042  0.102

The value obtained for the HOMO-LUMO gap is 6.3 eV. The energy comes out at -3624.8885 Ha. Its total charge is -1.


No. 2
Entry from OMol25: a structure of composition C19H25N2OS3W in a non-equilibrium geometry (ωB97M-V/def2-TZVPD).

Each line ends with the natural charge from an NBO analysis.
CARTESIAN COORDINATES (ANGSTROEM)
W  0.2502  -0.6117  -1.6417  1.152
C  1.4361  -2.0892  -0.6930  -0.288
C  1.5696  -1.4319  0.5697  0.078
C  0.5208  -1.7922  1.4575  -0.040
C  -0.4020  -2.5146  0.6695  0.166
C  0.0635  -2.6072  -0.7107  -0.307
C  -0.4292  -3.6881  -1.6540  -0.628
C  -1.5877  -3.3361  1.1453  -0.679
C  0.4362  -1.6512  2.9500  -0.653
C  2.8156  -0.8397  1.0501  -0.663
C  2.5826  -2.5594  -1.5546  -0.604
H  -0.1889  -4.6587  -1.1382  0.232
H  0.0496  -3.7323  -2.6576  0.240
H  -1.4974  -3.6560  -1.8070  0.223
H  -1.2990  -4.3563  1.4721  0.257
H  -2.3556  -3.4849  0.3885  0.238
H  -2.0920  -2.9969  2.0171  0.238
H  -0.3310  -2.3331  3.3776  0.238
H  0.2120  -0.5787  3.1499  0.241
H  1.3752  -1.9481  3.4541  0.244
H  3.5273  -1.6006  1.3748  0.251
H  2.5567  -0.2195  1.8866  0.236
H  3.1780  -0.1489  0.2777  0.238
H  2.2088  -2.8732  -2.5097  0.238
H  3.0596  -3.3360  -0.9568  0.239
H  3.3414  -1.7970  -1.6575  0.241
S  2.6725  0.3334  -5.0819  0.130
C  1.4474  0.3239  -3.9457  -0.504
S  0.0896  -0.8540  -3.8866  0.085
S  1.8617  0.9660  -2.3184  -0.021
C  -1.0699  4.7444  3.7861  -0.718
C  -0.2451  3.9036  2.7861  0.675
O  0.9189  3.5959  3.0747  -0.614
N  -0.7944  3.4611  1.6127  -0.626
C  -0.1674  2.5282  0.6611  -0.256
C  -0.8981  2.1646  -0.6145  0.247
C  -1.5028  3.1067  -1.4083  -0.226
C  -2.0284  2.7425  -2.6284  -0.098
C  -2.3761  1.4318  -2.8207  -0.240
C  -1.9704  0.4473  -1.9692  -0.017
N  -1.0198  0.8335  -0.9722  -0.555
H  -1.9856  4.2303  4.1498  0.230
H  -1.3913  5.7133  3.4031  0.240
H  -0.3581  4.9096  4.6098  0.263
H  -1.8091  3.5083  1.6865  0.394
H  -0.2186  1.5236  1.1840  0.204
H  0.8776  2.8765  0.4978  0.267
H  -1.5165  4.1285  -1.0499  0.249
H  -2.1390  3.5757  -3.3638  0.255
H  -2.9860  1.2162  -3.7076  0.257
H  -2.3917  -0.5694  -1.9440  0.255

The value obtained for the HOMO-LUMO gap (alpha / beta) is 6.0 / 6.5 eV. The energy comes out at -2185.0708 Ha. Its spin multiplicity is 3. Its total charge is +1. The energy above the lowest of the compared OMol25 structures with the same formula, charge and spin comes out at 122.26 kJ/mol.


No. 3
Entry from OMol25: an isolated molecule of C7H14OS3 in a non-equilibrium geometry (ωB97M-V/def2-TZVPD).

Each line ends with the natural charge from an NBO analysis.
CARTESIAN COORDINATES (ANGSTROEM)
C  -0.8956  1.6724  0.9478  -0.655
C  -1.8520  1.1743  -0.0480  -0.412
C  -1.3434  0.4015  -1.2612  -0.612
C  1.4530  0.9553  -1.0512  -0.652
C  1.8394  -0.3980  -1.3231  -0.225
C  2.3467  -1.2849  -0.3858  -0.417
C  -0.4330  -2.5875  1.8130  -0.684
H  -0.2481  0.9954  1.4946  0.210
H  -1.5530  2.1924  1.6756  0.216
H  -0.4506  2.6010  0.4758  0.240
H  -2.6105  0.5621  0.6842  0.199
H  -2.4986  2.0456  -0.3221  0.242
H  -2.0927  0.1204  -1.8805  0.236
H  -0.7080  -0.5842  -1.0264  0.220
H  2.2244  1.6466  -1.2031  0.258
H  1.3985  1.0747  0.0315  0.245
H  1.9149  -0.7845  -2.3365  0.214
H  2.7600  -2.2608  -0.9478  0.247
H  -0.7017  -3.5368  2.3478  0.227
H  -0.5361  -1.6255  2.3081  0.223
H  -0.8130  -2.4948  0.7894  0.217
O  -0.6047  2.7910  -1.8516  -0.969
S  -0.0971  1.3569  -2.0599  1.213
S  2.0189  -1.1300  1.2670  0.157
S  1.4821  -2.9025  1.8624  0.064

The value obtained for the HOMO-LUMO gap is 9.0 eV. The energy comes out at -1544.7779 Ha. The energy above the lowest of the compared OMol25 structures with the same formula, charge and spin comes out at 253.90 kJ/mol.


No. 4
Entry from OMol25: an isolated molecule of C7H11N in a non-equilibrium geometry (ωB97M-V/def2-TZVPD).

Each line ends with the natural charge from an NBO analysis.
CARTESIAN COORDINATES (ANGSTROEM)
C  -1.3884  1.6184  0.2954  0.000
C  -2.0269  0.6162  -0.4490  0.117
C  0.3251  -0.4252  -0.5668  -0.240
C  0.7159  0.7593  0.1334  0.190
C  -2.5811  -0.3957  0.4832  -0.725
C  1.0621  -1.6693  -0.7115  -0.651
C  1.9828  1.5209  0.0855  -0.631
N  -0.0832  1.7993  0.4317  -0.516
H  -2.2801  2.4429  0.3770  0.234
H  -0.5516  -0.0924  -1.0281  0.199
H  -1.8018  -0.7248  1.1645  0.231
H  -3.1302  -1.2248  0.0537  0.216
H  -3.3298  0.1780  0.9291  0.244
H  0.2578  -2.4305  -0.6669  0.222
H  1.8303  -1.9545  -0.0328  0.233
H  1.6022  -1.6373  -1.6984  0.219
H  2.9570  0.9690  0.2222  0.196
H  2.0501  2.2158  0.9308  0.230
H  1.9528  2.0150  -0.8770  0.231

The value obtained for the HOMO-LUMO gap (alpha / beta) is 7.5 / 7.5 eV. The energy comes out at -327.8223 Ha. The energy above the lowest of the compared OMol25 structures with the same formula, charge and spin comes out at 697.66 kJ/mol.